[1]
{"formula": "C27H28N2O5", "method": "ωB97M-V/def2-TZVPD", "charge": 0, "homo_energy_ev": -8.413, "smiles": "C=CCOc1ccc([C@H]2c3c(oc4ccccc4c3=O)C(=O)N2CCCN2CCOCC2)cc1", "e_above_lowest_ev": 2.4831, "homo_lumo_gap_ha": 0.2995, "symbols": ["C", "C", "C", "H", "O", "C", "C", "C", "C", "C", "C", "H", "H", "C", "N", "C", "O", "C", "C", "C", "O", "C", "C", "C", "C", "C", "C", "O", "H", "H", "H", "H", "C", "H", "C", "C", "N", "C", "C", "H", "O", "C", "C", "H", "H", "H", "H", "H", "H", "H", "H", "H", "H", "H", "H", "H", "H", "H", "H", "H", "H", "H"], "xyz": [[-4.84, -3.74, -2.59], [-4.37, -4.41, -1.55], [-3.15, -4.03, -0.76], [-3.46, -3.80, 0.27], [-2.52, -2.92, -1.35], [-1.48, -2.34, -0.70], [-0.94, -2.77, 0.50], [0.09, -2.05, 1.09], [0.60, -0.91, 0.50], [0.08, -0.50, -0.73], [-0.94, -1.21, -1.32], [-1.35, -0.90, -2.27], [0.48, 0.38, -1.21], [1.64, -0.07, 1.21], [1.07, 1.17, 1.71], [1.62, 2.29, 1.18], [1.31, 3.44, 1.42], [2.70, 1.78, 0.28], [2.72, 0.43, 0.30], [3.66, -0.35, -0.48], [3.73, -1.56, -0.50], [4.55, 0.54, -1.27], [5.53, -0.01, -2.09], [6.37, 0.79, -2.83], [6.25, 2.17, -2.75], [5.29, 2.75, -1.95], [4.44, 1.94, -1.20], [3.51, 2.57, -0.43], [5.18, 3.82, -1.88], [6.91, 2.81, -3.33], [7.13, 0.35, -3.46], [5.60, -1.09, -2.13], [-0.06, 1.20, 2.61], [-0.04, 0.27, 3.19], [-1.39, 1.32, 1.85], [-2.58, 0.91, 2.73], [-3.84, 0.70, 2.04], [-4.38, 1.88, 1.38], [-5.81, 1.56, 0.94], [-6.24, 2.40, 0.40], [-5.84, 0.46, 0.06], [-5.28, -0.68, 0.67], [-3.84, -0.42, 1.11], [-3.43, -1.30, 1.61], [-3.23, -0.22, 0.21], [-5.31, -1.47, -0.08], [-5.88, -0.97, 1.54], [-6.42, 1.34, 1.83], [-4.39, 2.70, 2.09], [-3.79, 2.17, 0.50], [-2.34, -0.03, 3.24], [-2.76, 1.67, 3.50], [-1.36, 0.66, 0.98], [-1.51, 2.35, 1.50], [0.06, 2.05, 3.28], [2.06, -0.65, 2.04], [0.50, -2.39, 2.03], [-1.30, -3.65, 1.00], [-2.46, -4.89, -0.72], [-4.86, -5.31, -1.20], [-5.72, -4.05, -3.11], [-4.35, -2.84, -2.94]]}

---

[2]
{"formula": "C27H28N2O5", "method": "ωB97M-V/def2-TZVPD", "charge": 0, "homo_energy_ev": -8.589, "smiles": "C=CCOc1ccc([C@H]2c3c(oc4ccccc4c3=O)C(=O)N2CCCN2CCOCC2)cc1", "e_above_lowest_ev": 2.4680, "homo_lumo_gap_ha": 0.3069, "symbols": ["C", "C", "C", "H", "O", "C", "C", "C", "C", "C", "C", "H", "H", "C", "N", "C", "O", "C", "C", "C", "O", "C", "C", "C", "C", "C", "C", "O", "H", "H", "H", "H", "C", "H", "C", "C", "N", "C", "C", "H", "O", "C", "C", "H", "H", "H", "H", "H", "H", "H", "H", "H", "H", "H", "H", "H", "H", "H", "H", "H", "H", "H"], "xyz": [[3.46, 2.65, -2.17], [2.53, 3.36, -1.56], [1.32, 3.94, -2.22], [1.49, 5.00, -2.45], [0.18, 3.95, -1.38], [-0.39, 2.77, -1.01], [-1.46, 2.87, -0.13], [-2.11, 1.74, 0.32], [-1.70, 0.48, -0.10], [-0.65, 0.39, -1.00], [0.01, 1.52, -1.45], [0.84, 1.40, -2.13], [-0.32, -0.59, -1.34], [-2.37, -0.77, 0.42], [-1.45, -1.63, 1.14], [-1.28, -2.86, 0.58], [-0.55, -3.74, 0.97], [-2.20, -2.86, -0.60], [-2.84, -1.67, -0.68], [-3.80, -1.37, -1.73], [-4.41, -0.32, -1.86], [-3.97, -2.53, -2.63], [-4.86, -2.46, -3.71], [-5.03, -3.53, -4.56], [-4.31, -4.70, -4.36], [-3.42, -4.80, -3.31], [-3.24, -3.72, -2.44], [-2.35, -3.89, -1.42], [-2.85, -5.70, -3.13], [-4.44, -5.54, -5.02], [-5.72, -3.46, -5.38], [-5.40, -1.54, -3.84], [-0.72, -1.20, 2.31], [-1.31, -0.43, 2.81], [0.67, -0.65, 1.96], [1.35, -0.06, 3.19], [2.72, 0.34, 2.90], [2.80, 1.54, 2.10], [4.27, 1.81, 1.76], [4.38, 2.75, 1.20], [5.05, 1.96, 2.92], [4.95, 0.81, 3.73], [3.50, 0.52, 4.11], [3.46, -0.40, 4.70], [3.12, 1.35, 4.72], [5.56, 1.00, 4.62], [5.36, -0.05, 3.19], [4.66, 0.98, 1.16], [2.25, 1.40, 1.17], [2.38, 2.41, 2.63], [0.75, 0.79, 3.57], [1.38, -0.82, 3.97], [0.56, 0.11, 1.19], [1.28, -1.46, 1.56], [-0.62, -2.06, 2.97], [-3.20, -0.48, 1.08], [-2.94, 1.84, 1.01], [-1.77, 3.85, 0.19], [1.10, 3.42, -3.17], [2.61, 3.60, -0.50], [4.32, 2.28, -1.65], [3.39, 2.41, -3.22]]}